Computed, not measured: a cluster of 9 separate species, C36H82O9 in total at a distorted geometry, with ωB97M-V/def2-TZVPD.

Output
- E_HOMO: -9.39 eV
- E: -2097.81978 a.u.
- Orbital gap: 10.0400 eV
- Lowest unoccupied orbital energy: 0.65 eV
- Strongest force on any atom: 2.50 eV/A
- SMILES: C1CCOC1.C1CCOC1.C1CCOC1.C1CCOC1.CCOCC.CCOCC.CCOCC.CCOCC.CCOCC

The geometry in ORCA input format:
```
! RIJCOSX wB97M-V def2-TZVPD def2/J DEFGRID3
* xyz 0 1
C 3.184 1.334 3.863
C 3.652 -0.117 3.750
C 2.425 -0.904 4.315
O 1.820 0.027 5.216
C 2.491 1.299 5.193
H 2.548 1.517 3.002
H 4.053 1.994 3.852
H 4.478 -0.262 4.418
H 3.887 -0.396 2.727
H 2.824 -1.774 4.882
H 1.741 -1.240 3.533
H 3.117 1.483 6.072
H 1.676 1.993 5.314
C 0.109 -0.374 -1.023
C -0.543 0.158 0.257
C 0.527 -0.031 1.284
O 1.760 0.103 0.559
C 1.499 0.211 -0.855
H -0.362 -0.048 -1.960
H 0.153 -1.486 -0.998
H -1.499 -0.275 0.438
H -0.728 1.189 0.069
H 0.518 -1.021 1.741
H 0.368 0.658 2.074
H 2.340 -0.277 -1.364
H 1.533 1.266 -1.165
C -0.844 -2.706 -4.095
C -1.116 -3.966 -3.193
C 0.296 -4.543 -2.963
O 1.030 -4.039 -4.030
C 0.681 -2.683 -4.179
H -1.275 -1.843 -3.618
H -1.364 -2.757 -5.075
H -1.763 -4.706 -3.658
H -1.641 -3.646 -2.265
H 0.341 -5.653 -3.009
H 0.706 -4.300 -2.006
H 1.050 -2.350 -5.150
H 1.105 -2.034 -3.386
C -3.801 0.352 3.812
C -2.899 -0.174 4.904
C -1.552 -0.065 4.151
O -1.566 1.116 3.344
C -2.960 1.452 3.136
H -4.803 0.653 4.080
H -4.023 -0.470 3.114
H -3.077 -1.197 5.228
H -2.827 0.514 5.714
H -1.451 -0.949 3.455
H -0.721 -0.039 4.866
H -3.086 1.546 2.037
H -3.192 2.432 3.578
C 0.015 3.798 -6.884
C 0.736 3.609 -5.603
O 1.095 2.215 -5.469
C 2.005 2.109 -4.365
C 2.347 0.685 -4.161
H -0.253 4.853 -7.012
H 0.646 3.443 -7.706
H -0.912 3.211 -7.012
H 1.596 4.284 -5.629
H 0.166 3.874 -4.708
H 2.967 2.582 -4.749
H 1.683 2.574 -3.400
H 3.174 0.516 -3.481
H 2.681 0.187 -5.066
H 1.497 0.090 -3.798
C 2.016 3.692 0.587
C 0.726 3.942 1.353
O -0.348 3.932 0.445
C -1.563 4.068 1.208
C -2.744 4.482 0.310
H 2.096 2.648 0.260
H 2.030 4.323 -0.302
H 2.926 3.854 1.213
H 0.651 3.213 2.210
H 0.782 4.950 1.815
H -1.756 3.122 1.725
H -1.411 4.793 2.011
H -2.955 3.730 -0.485
H -2.657 5.477 -0.098
H -3.672 4.560 0.881
C -0.786 -7.271 -0.453
C -1.930 -6.398 -0.137
O -1.537 -5.116 0.332
C -2.618 -4.444 0.926
C -2.148 -3.099 1.346
H -0.130 -6.898 -1.254
H -0.169 -7.444 0.414
H -1.137 -8.273 -0.734
H -2.663 -6.334 -0.939
H -2.392 -6.870 0.718
H -3.403 -4.418 0.164
H -3.029 -5.031 1.785
H -1.753 -2.563 0.488
H -1.362 -3.056 2.115
H -2.928 -2.422 1.783
C -6.493 2.617 -0.570
C -5.847 1.401 0.065
O -4.883 0.947 -0.877
C -4.182 -0.274 -0.487
C -3.176 -0.593 -1.572
H -5.738 3.295 -0.945
H -7.011 2.280 -1.482
H -7.281 3.138 -0.011
H -5.386 1.619 1.027
H -6.550 0.615 0.276
H -3.675 -0.150 0.433
H -4.850 -1.145 -0.358
H -3.730 -0.807 -2.538
H -2.637 -1.471 -1.238
H -2.406 0.134 -1.742
C 5.988 2.569 1.286
C 5.164 1.518 0.557
O 5.790 0.218 0.823
C 5.215 -0.856 0.087
C 5.839 -2.137 0.548
H 5.542 3.559 1.213
H 6.071 2.447 2.353
H 6.984 2.575 0.832
H 4.153 1.522 0.938
H 5.194 1.641 -0.547
H 4.112 -0.817 0.145
H 5.440 -0.610 -1.006
H 5.577 -2.237 1.614
H 6.922 -2.087 0.469
H 5.461 -3.056 0.078
*
```

Here are the Löwdin charges for atoms 1 to 6, given in e: number 1, C, carries -0.164; number 2, C, carries -0.139; number 3, C, carries -0.170; number 4, O, carries -0.161; number 5, C, carries -0.192; number 6, H, carries 0.093

=====

Computed, not measured: a cluster of 14 separate species, C36H83F4IN14O36P in total at a distorted geometry, with ωB97M-V/def2-TZVPD.

Output
- E_HOMO: -10.44 eV
- E: -5933.67132 a.u.
- Orbital gap: 7.9446 eV
- Lowest unoccupied orbital energy: -2.49 eV
- Strongest force on any atom: 3.40 eV/A

The geometry in ORCA input format:
```
! RIJCOSX wB97M-V def2-TZVPD def2/J DEFGRID3
* xyz 1 1
C 3.213 -1.682 4.709
C 3.088 -2.190 3.279
O 1.739 -2.166 2.804
C 1.282 -0.902 2.421
C 0.056 -1.067 1.447
O -0.220 -2.434 1.501
N -1.165 -0.409 2.149
P -1.725 -1.503 3.486
O -2.369 -2.731 3.038
O -2.717 -0.639 4.391
O -0.495 -1.786 4.433
C -2.316 0.201 1.337
O -3.496 -0.467 1.684
C -2.567 1.710 1.623
I -1.327 3.079 0.519
C -2.601 2.112 3.112
C -2.840 3.613 3.350
C -2.134 -0.078 -0.177
C -2.913 -1.267 -0.708
O -2.538 -2.475 -0.047
O -3.683 -3.281 0.179
O -0.832 0.009 -0.676
C 0.286 -0.651 -0.055
C 0.543 -1.892 -0.939
C 0.818 -1.608 -2.427
C -0.440 -1.532 -3.305
C -0.038 -1.299 -4.776
C 0.084 0.215 -5.034
C 1.194 0.605 -6.012
C 1.473 2.130 -5.956
C 2.851 2.502 -5.366
C 2.797 2.998 -3.900
O 3.449 4.250 -3.738
C 2.548 5.325 -3.510
C 1.421 0.423 -0.225
F 1.351 1.313 0.828
F 1.186 1.169 -1.317
C 2.911 -0.028 -0.305
F 3.102 -1.286 0.165
F 3.381 0.037 -1.560
H 4.243 -1.780 5.025
H 2.577 -2.306 5.339
H 2.899 -0.642 4.808
H 3.355 -3.248 3.275
H 3.772 -1.694 2.586
H 2.106 -0.333 2.009
H 0.964 -0.362 3.327
H -1.091 -2.624 1.098
H -0.770 0.412 2.637
H -2.173 -0.044 4.940
H -0.263 -2.725 4.336
H -3.970 0.012 2.377
H -3.565 1.881 1.224
H -3.459 1.613 3.568
H -1.670 1.828 3.616
H -3.349 3.710 4.312
H -1.913 4.172 3.434
H -3.507 4.036 2.603
H -2.651 0.781 -0.620
H -3.988 -1.114 -0.649
H -2.670 -1.342 -1.774
H -4.000 -3.536 -0.703
H -0.349 -2.518 -0.917
H 1.342 -2.504 -0.529
H 1.383 -2.465 -2.803
H 1.430 -0.733 -2.637
H -1.041 -0.676 -3.013
H -0.993 -2.470 -3.192
H 0.936 -1.761 -4.957
H -0.803 -1.735 -5.418
H 0.255 0.743 -4.089
H -0.853 0.576 -5.439
H 2.121 0.084 -5.757
H 0.908 0.358 -7.035
H 1.433 2.528 -6.966
H 0.691 2.631 -5.380
H 3.296 3.310 -5.947
H 3.528 1.648 -5.403
H 3.334 2.286 -3.265
H 1.762 3.041 -3.551
H 1.831 5.077 -2.720
H 2.025 5.575 -4.437
H 3.142 6.172 -3.175
H 3.506 0.660 0.305
C -2.741 -0.331 8.368
N -3.275 1.056 8.317
O -3.659 1.469 7.232
O -3.285 1.689 9.343
H -2.802 -0.739 7.366
H -1.712 -0.274 8.702
H -3.342 -0.899 9.071
C -1.716 -5.778 3.196
N -1.300 -6.545 4.399
O -2.145 -7.148 5.018
O -0.118 -6.489 4.691
H -2.786 -5.883 3.070
H -1.452 -4.742 3.365
H -1.174 -6.178 2.344
C -4.629 1.474 -3.431
N -3.345 1.278 -4.159
O -2.984 0.134 -4.372
O -2.746 2.275 -4.493
H -5.044 0.499 -3.200
H -4.402 2.037 -2.529
H -5.299 2.032 -4.072
C 5.102 7.716 -6.328
N 3.649 7.925 -6.092
O 3.288 8.217 -4.971
O 2.912 7.780 -7.045
H 5.624 7.877 -5.395
H 5.226 6.694 -6.678
H 5.417 8.427 -7.082
C 7.862 -0.721 6.828
N 6.503 -1.043 6.312
O 5.748 -0.128 6.061
O 6.224 -2.219 6.173
H 7.953 0.356 6.896
H 7.957 -1.191 7.802
H 8.580 -1.138 6.129
C 1.007 -3.343 9.859
N 0.467 -1.956 9.797
O 0.071 -1.541 8.718
O 0.453 -1.324 10.824
H 0.953 -3.777 8.868
H 2.033 -3.273 10.209
H 0.398 -3.894 10.569
C -6.286 -6.183 0.889
N -6.361 -5.735 -0.528
O -7.312 -6.077 -1.187
O -5.444 -5.042 -0.934
H -7.162 -6.783 1.102
H -5.372 -6.759 0.996
H -6.250 -5.291 1.507
C 2.764 -5.587 4.553
N 4.173 -5.648 4.075
O 4.678 -6.736 3.923
O 4.724 -4.581 3.870
H 2.396 -6.594 4.700
H 2.773 -5.030 5.485
H 2.186 -5.065 3.796
C -8.987 2.810 -5.840
N -8.429 2.012 -4.718
O -9.199 1.439 -3.980
O -7.216 1.976 -4.614
H -10.067 2.741 -5.800
H -8.647 3.833 -5.710
H -8.595 2.385 -6.759
C 0.005 4.405 -10.537
N 0.402 3.551 -9.383
O -0.478 3.065 -8.705
O 1.593 3.402 -9.201
H -1.076 4.446 -10.574
H 0.437 5.388 -10.374
H 0.418 3.950 -11.432
C 7.834 11.192 -4.234
N 7.265 10.385 -5.348
O 6.062 10.404 -5.509
O 8.048 9.753 -6.026
H 7.019 11.692 -3.726
H 8.357 10.507 -3.573
H 8.527 11.903 -4.673
C -9.009 -2.297 -4.440
N -9.327 -1.622 -5.728
O -10.435 -1.772 -6.189
O -8.441 -0.957 -6.229
H -9.885 -2.845 -4.117
H -8.168 -2.960 -4.619
H -8.742 -1.518 -3.731
C 7.316 -5.224 6.197
N 7.446 -6.138 7.364
O 6.456 -6.338 8.038
O 8.541 -6.618 7.566
H 6.293 -4.874 6.148
H 8.005 -4.401 6.351
H 7.582 -5.789 5.308
*
```

Here are the Löwdin charges for atoms 1 to 6, given in e: number 1, C, carries -0.045; number 2, C, carries -0.226; number 3, O, carries -0.140; number 4, C, carries -0.129; number 5, C, carries -0.264; number 6, O, carries -0.002

=====

Computed, not measured: a cluster of 5 separate species, C36H83N5O8 in total at a distorted geometry, with ωB97M-V/def2-TZVPD.

Output
- E_HOMO: -8.07 eV
- ΔE to the lowest compared entry with this formula, charge and spin: 0.0 kcal/mol
- E: -2296.87736 a.u.
- Orbital gap: 8.6109 eV
- Lowest unoccupied orbital energy: 0.54 eV
- Strongest force on any atom: 2.03 eV/A
- SMILES: CC1(C)CCCC(C)(C)N1O.CC1(C)CCCC(C)(C)N1O.COCCNCCOC.COCCNCCOC.COCCNCCOC

The geometry in ORCA input format:
```
! RIJCOSX wB97M-V def2-TZVPD def2/J DEFGRID3
* xyz 0 1
C 1.269 0.717 -0.911
C 0.261 0.981 0.218
C 0.344 2.470 0.556
C -1.202 0.756 -0.234
C -1.696 -0.677 -0.169
C -1.544 -1.150 1.269
C -0.105 -1.072 1.733
C -0.050 -1.336 3.232
C 0.731 -2.227 1.100
N 0.510 0.219 1.437
O 1.841 0.305 1.873
H 0.894 1.119 -1.852
H 2.206 1.201 -0.632
H 1.492 -0.344 -1.061
H 1.317 2.741 0.982
H 0.320 3.068 -0.363
H -0.429 2.828 1.232
H -1.832 1.414 0.366
H -1.243 1.109 -1.268
H -2.745 -0.748 -0.462
H -1.109 -1.334 -0.817
H -1.964 -2.145 1.433
H -2.138 -0.483 1.907
H -0.352 -2.364 3.445
H -0.672 -0.688 3.866
H 0.919 -1.147 3.699
H 0.196 -3.145 1.331
H 1.787 -2.262 1.371
H 0.799 -2.105 0.013
H 2.326 -0.315 1.306
C -1.924 -4.874 -4.065
C -2.579 -4.952 -2.685
C -3.241 -3.592 -2.317
C -3.620 -6.084 -2.733
C -3.941 -6.809 -1.443
C -2.628 -7.319 -0.857
C -1.675 -6.163 -0.529
C -2.173 -5.446 0.742
C -0.302 -6.781 -0.291
N -1.581 -5.282 -1.674
O -0.674 -4.222 -1.452
H -1.246 -4.024 -4.160
H -1.383 -5.810 -4.208
H -2.712 -4.758 -4.811
H -3.210 -3.405 -1.246
H -2.689 -2.802 -2.824
H -4.294 -3.610 -2.603
H -4.503 -5.733 -3.274
H -3.177 -6.813 -3.428
H -4.359 -6.132 -0.690
H -4.674 -7.582 -1.670
H -2.162 -8.044 -1.528
H -2.843 -7.800 0.099
H -1.361 -4.904 1.233
H -2.706 -6.081 1.446
H -2.869 -4.641 0.482
H 0.468 -6.060 -0.016
H 0.058 -7.160 -1.260
H -0.314 -7.678 0.328
H 0.037 -4.393 -2.080
C -1.949 3.067 -3.398
O -1.901 3.813 -2.198
C -3.152 3.901 -1.567
C -3.004 4.491 -0.183
N -2.559 5.880 -0.196
C -3.572 6.895 -0.424
C -4.546 6.965 0.737
O -5.647 7.806 0.494
C -5.344 9.168 0.457
H -1.993 1.990 -3.204
H -1.063 3.328 -3.972
H -2.832 3.344 -3.988
H -3.669 2.927 -1.541
H -3.837 4.518 -2.177
H -2.231 3.890 0.307
H -3.914 4.287 0.377
H -1.764 5.894 -0.818
H -4.086 6.821 -1.398
H -2.981 7.811 -0.518
H -3.981 7.273 1.630
H -4.898 5.969 0.999
H -4.377 9.384 -0.018
H -5.271 9.660 1.436
H -6.108 9.667 -0.137
C 6.292 0.902 8.751
O 5.002 0.816 8.157
C 3.969 0.932 9.084
C 2.655 1.196 8.401
N 2.789 2.326 7.492
C 1.756 2.435 6.484
C 2.169 1.777 5.148
O 3.503 2.040 4.799
C 4.380 0.933 4.744
H 6.282 0.650 9.811
H 6.616 1.948 8.686
H 6.974 0.287 8.171
H 4.121 1.695 9.868
H 3.854 0.043 9.732
H 1.860 1.362 9.131
H 2.357 0.287 7.843
H 3.707 2.310 7.070
H 1.499 3.480 6.283
H 0.858 1.926 6.841
H 1.502 2.083 4.337
H 1.992 0.704 5.313
H 5.283 1.132 5.322
H 4.605 0.742 3.692
H 3.943 0.037 5.195
C 1.550 -2.747 -6.756
O 0.383 -2.189 -6.168
C 0.583 -1.536 -4.950
C 0.896 -0.044 -5.045
N 2.308 0.264 -5.167
C 2.516 1.707 -5.371
C 3.984 1.960 -5.553
O 4.634 1.739 -4.335
C 6.034 1.700 -4.439
H 1.610 -2.436 -7.800
H 1.467 -3.838 -6.728
H 2.458 -2.435 -6.242
H 1.337 -1.972 -4.272
H -0.342 -1.641 -4.371
H 0.402 0.443 -4.188
H 0.389 0.273 -5.963
H 2.774 0.050 -4.288
H 2.173 2.312 -4.520
H 1.970 1.965 -6.278
H 4.173 2.965 -5.969
H 4.376 1.294 -6.339
H 6.397 2.695 -4.705
H 6.367 0.959 -5.183
H 6.421 1.287 -3.509
*
```

Here are the Löwdin charges for atoms 1 to 6, given in e: number 1, C, carries -0.018; number 2, C, carries -0.498; number 3, C, carries -0.038; number 4, C, carries -0.126; number 5, C, carries -0.167; number 6, C, carries -0.134